Below is one molecule with the formula C31H34N2O7, with properties calculated with ωB97M-V/def2-TZVPD.

ORCA input file:
```
! wB97M-V def2-TZVPD RIJCOSX def2/J DEFGRID3
* xyz 0 1
C -4.534 -2.450 -1.126
H -5.294 -2.964 -0.540
O -3.493 -2.156 -0.223
C -2.407 -1.487 -0.685
C -1.428 -1.196 0.270
C -0.308 -0.485 -0.102
C -0.097 -0.104 -1.423
C -1.057 -0.415 -2.373
C -2.218 -1.095 -1.999
H -2.941 -1.299 -2.771
O -0.964 -0.099 -3.690
C 0.213 0.533 -4.141
H 0.093 0.643 -5.218
H 1.098 -0.077 -3.935
H 0.337 1.521 -3.687
H 0.797 0.439 -1.672
N 0.695 -0.175 0.860
C 0.732 0.945 1.596
O 1.680 1.230 2.318
C -0.485 1.871 1.580
C -1.474 1.408 2.660
H -1.004 1.443 3.644
O -2.593 2.257 2.711
C -3.153 2.466 1.475
C -4.475 2.882 1.397
C -5.073 3.068 0.165
C -4.358 2.827 -0.998
C -3.037 2.433 -0.930
C -2.421 2.265 0.304
O -1.096 1.917 0.312
H -2.456 2.251 -1.820
H -4.828 2.955 -1.961
H -6.102 3.391 0.114
H -5.013 3.048 2.316
H -1.794 0.382 2.434
H -0.127 2.877 1.853
C 1.840 -1.104 0.933
C 1.375 -2.530 0.831
C 1.221 -3.269 2.000
C 0.759 -4.568 1.967
C 0.442 -5.159 0.748
C 0.599 -4.429 -0.424
C 1.057 -3.126 -0.382
H 1.186 -2.581 -1.301
H 0.359 -4.884 -1.376
O -0.013 -6.440 0.749
H -0.182 -6.727 -0.156
H 0.637 -5.143 2.871
H 1.463 -2.819 2.952
H 2.290 -0.943 1.920
C 2.871 -0.655 -0.132
O 3.055 -1.209 -1.196
N 3.515 0.452 0.264
H 3.242 0.887 1.137
C 4.413 1.199 -0.596
C 3.639 1.918 -1.709
C 2.724 2.995 -1.135
C 3.543 4.006 -0.338
C 4.294 3.310 0.793
C 5.198 2.205 0.244
H 5.694 1.685 1.066
H 5.970 2.651 -0.386
H 4.903 4.035 1.336
H 3.573 2.895 1.501
H 2.886 4.776 0.073
H 4.258 4.496 -1.004
H 2.194 3.500 -1.946
H 1.974 2.539 -0.483
H 4.357 2.374 -2.394
H 3.067 1.178 -2.271
H 5.095 0.474 -1.058
H -1.568 -1.542 1.281
H -4.960 -1.537 -1.553
H -4.192 -3.105 -1.932
*
```

Results
E_LUMO = 0.6339 eV
Kohn-Sham gap = 9.0 eV
Relative energy (zero: lowest compared OMol25 entry of this formula, charge and spin) = 0.0 kcal/mol

Below is one molecule with the formula C31H34N4O7, with properties calculated with ωB97M-V/def2-TZVPD.

ORCA input file:
```
! wB97M-V def2-TZVPD RIJCOSX def2/J DEFGRID3
* xyz 0 1
C 2.136 0.631 2.613
H 1.276 -0.032 2.772
O 2.109 1.215 1.336
C 0.940 1.976 1.088
C 1.182 2.870 -0.134
N 1.847 2.112 -1.164
C 3.146 2.295 -1.445
O 3.788 3.281 -1.152
C 3.765 1.100 -2.185
N 3.737 -0.074 -1.327
C 2.736 -0.982 -1.560
O 1.886 -0.792 -2.414
N 2.747 -2.136 -0.809
C 3.625 -2.417 0.231
O 3.569 -3.473 0.824
C 4.573 -1.348 0.525
C 5.443 -1.496 1.607
C 6.331 -0.495 1.926
C 6.346 0.669 1.166
C 5.498 0.833 0.091
C 4.599 -0.181 -0.251
H 5.517 1.761 -0.453
H 7.029 1.466 1.420
H 7.003 -0.607 2.763
H 5.386 -2.412 2.175
C 1.733 -3.126 -1.126
C 0.375 -2.821 -0.551
C 0.142 -1.746 0.294
C -1.130 -1.506 0.782
C -2.195 -2.328 0.431
C -1.954 -3.426 -0.392
C -0.682 -3.665 -0.875
H -0.502 -4.518 -1.513
H -2.749 -4.115 -0.640
C -3.547 -1.958 0.944
O -3.703 -1.334 1.975
N -4.585 -2.376 0.170
H -4.374 -2.760 -0.738
C -5.904 -1.814 0.321
H -5.968 -1.436 1.343
H -6.652 -2.599 0.173
C -6.131 -0.662 -0.678
C -5.083 0.391 -0.458
C -5.276 1.398 0.466
C -4.264 2.304 0.744
C -3.033 2.203 0.120
C -2.819 1.172 -0.820
C -3.852 0.296 -1.104
H -3.707 -0.482 -1.837
O -1.573 1.116 -1.378
C -1.338 0.147 -2.373
H -1.508 -0.867 -1.999
H -1.965 0.322 -3.254
H -0.290 0.238 -2.652
O -1.977 3.046 0.335
C -2.141 4.086 1.266
H -2.350 3.699 2.269
H -2.942 4.771 0.968
H -1.195 4.624 1.277
H -4.447 3.082 1.467
H -6.219 1.484 0.984
H -6.075 -1.052 -1.697
H -7.128 -0.252 -0.518
H -1.329 -0.671 1.437
H 0.954 -1.090 0.569
H 1.655 -3.199 -2.215
H 2.093 -4.077 -0.721
H 4.793 1.325 -2.471
H 3.178 0.867 -3.077
H 1.400 1.249 -1.436
H 0.221 3.237 -0.496
H 1.845 3.700 0.119
H 0.697 2.599 1.959
H 0.090 1.309 0.891
H 2.136 1.397 3.397
H 3.056 0.053 2.672
*
```

Results
E_LUMO = 0.3291 eV
Kohn-Sham gap = 8.4 eV
Relative energy (zero: lowest compared OMol25 entry of this formula, charge and spin) = 0.0 kcal/mol

Below is C31H34N4PS2V as an isolated structure, with properties calculated with ωB97M-V/def2-TZVPD.

ORCA input file:
```
! wB97M-V def2-TZVPD RIJCOSX def2/J DEFGRID3
* xyz 2 1
V 0.022 -0.488 0.181
C 1.985 2.778 3.514
C 1.003 1.767 2.921
C 0.639 0.737 3.990
P 1.683 0.936 1.414
C 2.809 2.120 0.588
C 3.638 1.461 -0.507
C 2.105 3.390 0.119
C 2.743 -0.393 2.038
C 3.977 -0.290 2.666
C 4.636 -1.439 3.115
C 5.959 -1.344 3.808
C 4.041 -2.688 2.910
C 2.821 -2.821 2.268
C 2.186 -1.658 1.844
N 0.969 -1.627 1.167
C 0.235 -2.711 0.631
C 0.429 -3.015 -0.737
C 1.423 -2.269 -1.586
C -0.327 -4.032 -1.304
C -1.231 -4.760 -0.543
C -2.019 -5.877 -1.138
C -1.391 -4.450 0.820
C -0.681 -3.441 1.433
C -0.816 -3.164 2.895
H 1.537 3.202 4.412
H 2.223 3.600 2.843
H 2.911 2.293 3.822
H 0.102 2.289 2.577
H 1.542 0.311 4.429
H 0.025 -0.084 3.623
H 0.084 1.232 4.785
H 3.482 2.393 1.414
H 3.033 1.251 -1.387
H 4.116 0.540 -0.169
H 4.429 2.145 -0.810
H 1.488 3.200 -0.754
H 2.857 4.125 -0.164
H 1.485 3.840 0.895
H 4.449 0.673 2.812
H 6.379 -0.345 3.725
H 6.669 -2.053 3.385
H 5.851 -1.580 4.867
H 4.556 -3.575 3.253
H 2.381 -3.792 2.093
H 1.883 -1.398 -1.091
H 0.981 -1.957 -2.535
H 2.267 -2.919 -1.833
H -0.198 -4.268 -2.352
H -1.947 -5.889 -2.223
H -3.067 -5.804 -0.853
H -1.647 -6.830 -0.761
H -2.092 -5.029 1.406
H -1.793 -3.474 3.256
H -0.674 -2.109 3.131
H -0.064 -3.723 3.455
S -1.659 0.054 1.453
C -2.748 0.888 0.349
C -3.718 1.733 0.881
C -4.615 2.369 0.036
C -5.605 3.237 0.596
N -6.379 3.941 1.060
C -4.547 2.165 -1.353
C -3.573 1.331 -1.886
C -2.679 0.691 -1.034
S -1.476 -0.400 -1.720
C -5.470 2.813 -2.232
N -6.192 3.324 -2.959
H -3.782 1.898 1.947
H -3.525 1.178 -2.954
N 0.664 1.478 -2.188
C 0.111 0.758 -1.387
H 0.286 1.594 -3.129
*
```

Results
E_LUMO (spin up / spin down) = -8.2282 / -8.2587 eV
Kohn-Sham gap (spin up / spin down) = 6.3 / 6.3 eV

Below is C31H35BFN6O10PS as an isolated structure in a non-equilibrium geometry, with properties calculated with ωB97M-V/def2-TZVPD.

ORCA input file:
```
! wB97M-V def2-TZVPD RIJCOSX def2/J DEFGRID3
* xyz 0 1
C -8.033 -1.280 -0.284
C -6.905 -1.748 -1.332
B -5.437 -1.759 -0.630
O -5.123 -2.630 0.430
C -4.361 -0.672 -1.185
C -3.760 0.369 -0.341
C -4.110 0.491 1.195
C -3.005 -0.181 2.136
O -3.438 -1.535 2.449
C -2.742 1.398 -0.903
P -1.929 2.680 0.154
N -1.033 3.716 -0.614
O -0.899 1.868 1.226
O -3.049 3.612 1.036
C -2.432 1.264 -2.336
C -1.423 2.218 -3.096
C 0.054 1.728 -2.813
C 0.497 0.660 -3.916
F 0.148 1.032 -1.560
C -3.057 0.202 -3.208
N -2.818 0.018 -4.585
S -3.764 -1.291 -4.978
N -4.549 -1.744 -3.566
C -4.043 -0.802 -2.667
H -7.727 -0.279 0.141
H -8.177 -2.062 0.515
H -8.974 -1.131 -0.893
H -7.116 -2.780 -1.737
H -6.948 -1.027 -2.202
H -5.843 -2.621 1.088
H -5.073 -0.046 1.454
H -4.302 1.564 1.502
H -2.992 0.364 3.120
H -2.003 -0.277 1.644
H -2.865 -2.098 1.874
H -1.388 4.658 -0.411
H -1.164 2.047 2.149
H -3.933 3.415 0.662
H -1.612 3.297 -2.865
H -1.596 2.103 -4.208
H 0.804 2.565 -2.754
H 1.590 0.741 -4.163
H -0.053 0.808 -4.892
H 0.209 -0.344 -3.495
C 2.885 2.151 -0.013
C 2.092 2.219 1.126
C 2.659 2.559 2.347
C 4.020 2.832 2.413
C 4.821 2.760 1.281
C 4.247 2.417 0.064
N 4.618 3.216 3.696
O 3.891 3.251 4.674
O 5.809 3.480 3.712
H 2.437 1.891 -0.966
H 1.028 2.009 1.059
H 2.033 2.609 3.229
H 5.883 2.968 1.330
H 4.860 2.359 -0.827
C -0.711 -5.293 6.748
C -1.722 -5.667 5.871
C -1.818 -5.066 4.624
C -0.892 -4.094 4.265
C 0.117 -3.709 5.138
C 0.204 -4.312 6.385
N -0.975 -3.476 2.940
O -1.885 -3.824 2.205
O -0.129 -2.651 2.644
H -0.636 -5.768 7.720
H -2.435 -6.431 6.159
H -2.609 -5.364 3.948
H 0.837 -2.948 4.863
H 0.989 -4.022 7.073
C 8.594 0.298 -2.129
C 7.544 1.200 -2.006
C 6.738 1.483 -3.101
C 6.991 0.853 -4.312
C 8.042 -0.045 -4.446
C 8.846 -0.321 -3.348
N 6.126 1.130 -5.464
O 5.224 1.937 -5.315
O 6.356 0.536 -6.502
H 9.218 0.075 -1.270
H 7.352 1.681 -1.054
H 5.924 2.188 -2.993
H 8.245 -0.534 -5.391
H 9.667 -1.021 -3.440
*
```

Results
E_LUMO = -1.3009 eV
Kohn-Sham gap = 7.5 eV

Below is C31H35F4O3V as an isolated structure in a non-equilibrium geometry, with properties calculated with ωB97M-V/def2-TZVPD.

ORCA input file:
```
! wB97M-V def2-TZVPD RIJCOSX def2/J DEFGRID3
* xyz 1 4
V 3.866 -0.227 0.778
C 0.400 0.221 0.359
O 1.777 -0.027 0.420
H 0.058 0.678 -0.572
H -0.170 -0.706 0.487
H -0.017 0.836 1.162
C -3.296 -1.427 -1.611
C -3.314 -1.026 -3.082
O -4.353 -0.827 -3.674
C -2.016 -0.483 -3.618
H -4.029 -2.206 -1.397
H -3.619 -0.567 -1.022
H -2.323 -1.806 -1.302
H -2.180 0.527 -3.998
H -1.635 -1.074 -4.451
H -1.289 -0.367 -2.815
C 1.235 4.194 0.460
C 2.448 4.300 -0.482
O 3.071 5.331 -0.478
C 2.783 3.159 -1.437
H 0.385 3.810 -0.107
H 1.023 5.185 0.853
H 1.413 3.493 1.278
H 2.312 3.335 -2.400
H 2.537 2.181 -1.022
H 3.853 3.058 -1.632
F -1.062 4.659 4.227
C -1.223 3.367 4.547
C -1.327 3.069 5.887
C -1.644 1.748 6.222
C -1.674 0.730 5.280
C -1.455 1.039 3.940
C -1.224 2.372 3.573
H -1.435 3.855 6.621
H -1.818 1.447 7.246
H -1.943 -0.273 5.574
H -1.564 0.254 3.204
H -1.064 2.685 2.549
F 0.056 3.194 -2.671
C 0.141 2.572 -3.860
C -0.619 3.026 -4.926
C -0.571 2.385 -6.145
C 0.308 1.317 -6.318
C 1.060 0.834 -5.231
C 0.916 1.438 -3.987
H -1.239 3.900 -4.773
H -1.150 2.739 -6.986
H 0.349 0.827 -7.280
H 1.806 0.066 -5.376
H 1.313 0.974 -3.092
F 1.027 -2.606 -4.426
C 0.686 -3.221 -3.277
C -0.257 -4.246 -3.313
C -0.601 -4.845 -2.104
C 0.028 -4.385 -0.910
C 0.956 -3.362 -0.898
C 1.302 -2.780 -2.115
H -0.747 -4.605 -4.207
H -1.420 -5.548 -2.062
H -0.365 -4.814 0.002
H 1.448 -2.982 -0.013
H 1.890 -1.873 -2.173
F 2.942 -3.638 6.346
C 1.964 -3.155 5.554
C 2.266 -2.776 4.241
C 1.288 -2.346 3.336
C -0.013 -2.273 3.829
C -0.283 -2.516 5.155
C 0.663 -3.084 6.005
H 3.321 -2.826 3.996
H 1.563 -2.138 2.313
H -0.757 -1.846 3.170
H -1.260 -2.484 5.617
H 0.500 -3.440 7.013
*
```

Results
E_LUMO (spin up / spin down) = -6.7756 / -6.8660 eV
Expectation value of S² = 3.883
Kohn-Sham gap (spin up / spin down) = 4.6 / 4.5 eV

Below is C31H35MgN3O5S2 as an isolated structure in a non-equilibrium geometry, with properties calculated with ωB97M-V/def2-TZVPD.

ORCA input file:
```
! wB97M-V def2-TZVPD RIJCOSX def2/J DEFGRID3
* xyz 2 1
Mg -1.370 0.441 -0.817
C 0.214 1.041 -2.887
C -0.978 1.860 -3.192
O -2.057 1.327 -2.414
C -2.848 0.372 -3.124
C -3.882 -0.114 -2.157
O -3.254 -0.400 -0.923
C -3.174 -1.803 -0.623
C -2.424 -1.822 0.670
O -1.290 -0.888 0.608
C 0.007 -1.370 0.780
C 1.374 0.220 -0.890
O 0.360 1.066 -1.408
H 1.102 1.468 -3.340
H 0.080 -0.009 -3.172
H -1.236 1.839 -4.274
H -0.858 2.904 -2.856
H -2.222 -0.458 -3.493
H -3.317 0.852 -4.015
H -4.382 -1.020 -2.561
H -4.673 0.654 -1.987
H -2.603 -2.282 -1.441
H -4.172 -2.244 -0.498
H -2.079 -2.827 0.930
H -3.053 -1.422 1.484
H 0.194 -2.166 0.044
H 0.183 -1.657 1.828
H 1.411 -0.671 -1.508
H 2.325 0.765 -0.855
S 4.277 -3.733 0.920
C 5.719 -4.315 1.699
C 6.163 -3.505 2.689
C 5.358 -2.320 2.777
C 4.271 -2.311 1.906
C 3.224 -1.255 1.792
C 2.365 -1.210 0.703
N 1.168 -0.320 0.560
C 1.133 0.797 1.611
C 2.148 0.788 2.618
C 2.187 1.871 3.561
C 1.270 2.860 3.469
C 0.240 2.865 2.468
C -0.732 3.879 2.471
C -1.811 3.839 1.572
C -1.926 2.662 0.787
N -0.990 1.717 0.712
C 0.126 1.773 1.541
C -2.748 4.983 1.396
C -2.785 6.139 2.160
C -3.907 6.971 1.857
C -4.670 6.451 0.831
S -4.043 4.992 0.213
C 3.094 -0.259 2.775
H 6.199 -5.226 1.326
H 7.004 -3.727 3.357
H 5.534 -1.495 3.478
H 2.439 -1.959 -0.084
H 2.955 1.861 4.353
H 1.228 3.655 4.200
H -0.526 4.701 3.129
H -2.793 2.527 0.154
H -2.063 6.327 2.962
H -4.136 7.895 2.418
H -5.573 6.859 0.407
H 3.650 -0.192 3.692
C 0.514 -4.630 -1.291
N 0.701 -3.897 -2.539
C 1.581 -4.463 -3.585
C 0.163 -2.667 -2.756
O -0.364 -1.874 -1.913
H 0.510 -5.704 -1.490
H -0.435 -4.309 -0.867
H 1.313 -4.420 -0.558
H 1.561 -5.554 -3.487
H 2.622 -4.128 -3.478
H 1.202 -4.177 -4.577
H 0.203 -2.419 -3.843
*
```

Results
E_LUMO (spin up / spin down) = -4.9246 / -4.9247 eV
Kohn-Sham gap (spin up / spin down) = 6.1 / 6.1 eV
Relative energy (zero: lowest compared OMol25 entry of this formula, charge and spin) = 87.2 kcal/mol